1.
A structure of composition C36H46F5NO3ReS2Si3, computed with ωB97M-V with the def2-TZVPD basis set.

```
97
C36H46F5NO3ReS2Si3, DFT ωB97M-V with the def2-TZVPD basis set
Re 0.23 0.14 -0.55
C 2.09 -2.06 1.47
Si 2.86 -1.62 -0.17
C 2.65 -3.04 -1.36
C 4.69 -1.34 0.09
C 2.16 0.11 -0.90
Si 2.46 0.19 -2.84
C 4.23 -0.26 -3.24
C 2.14 1.92 -3.47
C 1.30 -0.94 -3.77
Si 2.99 1.57 -0.01
C 4.59 2.23 -0.68
C 3.17 1.40 1.85
C 1.63 2.84 -0.38
C 1.80 4.22 -0.44
C 0.79 5.04 -0.89
C -0.40 4.45 -1.31
C -0.54 3.09 -1.22
N 0.44 2.29 -0.74
H 2.53 -3.01 1.79
H 1.01 -2.20 1.42
H 2.32 -1.33 2.25
H 3.11 -3.90 -0.85
H 3.18 -2.91 -2.30
H 1.62 -3.30 -1.57
H 5.09 -2.30 0.43
H 4.93 -0.61 0.85
H 5.22 -1.08 -0.83
H 4.96 0.37 -2.74
H 4.35 -0.10 -4.32
H 4.48 -1.30 -3.05
H 2.69 2.72 -2.97
H 1.08 2.16 -3.44
H 2.45 1.93 -4.52
H 1.25 -1.95 -3.38
H 1.66 -1.00 -4.80
H 0.29 -0.53 -3.81
H 5.40 1.51 -0.54
H 4.86 3.13 -0.12
H 4.55 2.50 -1.74
H 4.13 0.96 2.11
H 2.39 0.81 2.33
H 3.16 2.40 2.28
H 2.76 4.64 -0.15
H 0.92 6.11 -0.95
H -1.21 5.05 -1.71
H -1.44 2.59 -1.55
O -1.86 0.52 -0.59
S -3.32 0.73 -0.98
C -3.97 1.51 0.52
C -3.42 0.91 1.82
C -2.89 1.98 2.77
C -1.67 2.74 2.24
S -0.05 1.94 2.24
O -0.11 0.61 1.43
C 0.04 1.33 3.90
C -0.25 0.01 4.21
C -0.16 -0.40 5.53
C 0.21 0.51 6.51
C 0.51 1.83 6.19
C 0.44 2.25 4.87
C -4.13 -0.84 -0.95
C -5.15 -1.00 -1.88
C -5.88 -2.19 -1.87
C -5.57 -3.18 -0.96
C -4.53 -3.01 -0.04
C -3.81 -1.83 -0.03
H -5.06 1.44 0.43
H -3.71 2.56 0.39
H -2.60 0.22 1.60
H -4.20 0.34 2.31
H -2.64 1.53 3.73
H -3.66 2.73 2.97
H -1.47 3.62 2.86
H -1.79 3.10 1.22
H -0.53 -0.68 3.42
H -0.38 -1.42 5.79
H 0.28 0.18 7.54
H 0.82 2.52 6.96
H 0.70 3.26 4.61
H -5.37 -0.23 -2.60
H -6.67 -2.33 -2.59
H -6.14 -4.10 -0.96
H -4.30 -3.80 0.66
H -2.98 -1.71 0.66
F -3.39 -5.51 -3.07
C -2.61 -4.59 -2.54
C -2.57 -3.32 -3.08
F -3.31 -3.02 -4.15
C -1.77 -2.34 -2.51
F -1.80 -1.10 -3.02
C -0.99 -2.61 -1.39
O -0.18 -1.71 -0.83
C -1.05 -3.90 -0.86
F -0.33 -4.17 0.23
C -1.84 -4.88 -1.42
F -1.89 -6.08 -0.87
```

Output
DFT total energy ... -3921.8578 Eh
Multiplicity ... 2
LUMO level (alpha / beta) ... -6.64 / -6.28 eV
Net charge ... +2

***

2.
A structure of composition C36H46GeMgN8O7, computed with ωB97M-V with the def2-TZVPD basis set.

```
99
C36H46GeMgN8O7, DFT ωB97M-V with the def2-TZVPD basis set
Mg -1.73 -0.10 0.81
C -1.39 -0.27 5.45
C -1.68 0.25 4.07
N -0.63 0.20 3.07
O -0.02 -1.10 3.26
C -2.89 0.70 3.74
C -4.11 0.70 4.59
N -3.04 1.08 2.36
O -3.61 0.19 1.58
H -0.32 -0.40 5.60
H -1.86 -1.24 5.60
H -1.77 0.42 6.21
H 0.31 -1.37 2.38
H -3.97 1.33 5.47
H -4.35 -0.31 4.93
H -4.96 1.08 4.03
C 0.99 0.63 -6.68
O 0.29 0.53 -5.45
C 0.13 1.67 -4.72
C 0.63 2.91 -5.08
C 0.39 4.01 -4.25
C -0.34 3.87 -3.09
C -0.86 2.63 -2.74
C -0.61 1.52 -3.54
N -1.12 0.25 -3.25
C -1.28 -0.31 -2.00
N -2.31 -1.19 -1.94
C -2.56 -2.22 -0.98
C -2.18 -2.13 0.36
C -2.54 -3.24 1.14
C -3.22 -4.34 0.64
C -3.60 -4.38 -0.69
C -3.26 -3.32 -1.51
O -3.63 -3.29 -2.84
C -2.90 -4.21 -3.65
N -0.56 -0.03 -0.94
C 0.74 0.50 -1.09
C 1.13 1.58 -0.31
C 2.41 2.12 -0.41
C 3.31 1.57 -1.31
C 2.95 0.46 -2.06
C 1.69 -0.10 -1.94
O 1.29 -1.22 -2.59
C 2.23 -1.86 -3.43
H 1.01 -0.36 -7.11
H 2.02 0.98 -6.52
H 0.49 1.32 -7.36
H 1.20 3.04 -5.99
H 0.79 4.98 -4.53
H -0.53 4.72 -2.45
H -1.45 2.51 -1.84
H -1.25 -0.37 -4.04
H -2.88 -1.25 -2.77
H -2.28 -3.24 2.20
H -3.49 -5.16 1.30
H -4.16 -5.21 -1.10
H -3.13 -5.24 -3.36
H -1.82 -4.05 -3.55
H -3.21 -4.05 -4.68
H 0.39 2.03 0.34
H 2.68 2.98 0.19
H 4.29 2.01 -1.43
H 3.67 0.02 -2.74
H 1.72 -2.74 -3.82
H 3.11 -2.17 -2.87
H 2.52 -1.21 -4.25
C -1.43 3.58 4.77
Ge 0.08 3.13 3.61
C 1.68 3.62 4.65
C 0.13 4.21 1.99
C 0.43 1.19 3.37
H -1.30 4.61 5.11
H -1.44 2.93 5.65
H -2.38 3.49 4.25
H 1.72 4.70 4.78
H 2.60 3.31 4.14
H 1.66 3.15 5.63
H 0.09 5.26 2.29
H -0.70 4.00 1.33
H 1.06 4.05 1.46
H 0.91 0.89 4.31
H 1.19 1.08 2.59
N 5.38 -1.07 0.05
C 5.06 -2.37 0.24
O 5.89 -3.25 0.32
C 3.59 -2.68 0.36
C 3.16 -3.96 0.01
C 1.83 -4.28 0.16
C 0.97 -3.32 0.70
N 1.38 -2.10 1.05
C 2.66 -1.79 0.87
H 6.35 -0.84 -0.05
H 4.68 -0.37 -0.13
H 3.89 -4.67 -0.37
H 1.45 -5.25 -0.10
H -0.08 -3.53 0.84
H 2.95 -0.79 1.18
O -2.10 1.95 0.65
N -2.28 2.02 1.92
```

Output
DFT total energy ... -4641.0613 Eh
LUMO level ... 0.36 eV

***

Quick rundown of relative energy (zero: lowest compared OMol25 entry of this formula, charge and spin), same order as above: 4.1; 24.3 kcal per mole
Quick rundown of largest force on an atom, same order as above: 0.4; 0.6 eV/Å